Here is a gas-phase ion, CH3N2O (charge -1) from the Open Molecules 2025 dataset. Energies are from wB97M-V/def2-TZVPD.

total charge: -1
frontier orbital gap (spin up / spin down): 6.635 / 6.563 eV
E: -6109.7884 eV
largest force on an atom: 3.8 eV/Å
highest occupied orbital energy (spin up / spin down): -1.3 / -1.2 eV

Geometry (Å):
C (-1.127, 0.246, -0.267)
N (0.170, -0.276, -0.078)
N (1.301, 0.455, 0.068)
O (2.320, -0.311, -0.023)
H (-1.831, -0.111, 0.398)
H (-1.165, 1.348, -0.007)
H (0.331, -1.352, -0.092)

Partial charges, Mulliken, in e:
1. C -0.43
2. N 0.23
3. N -0.31
4. O -0.64
5. H -0.11
6. H 0.04
7. H 0.23

Here is a molecular structure, C2H4S3 from the Open Molecules 2025 dataset. Energies are from wB97M-V/def2-TZVPD.

total charge: 0
frontier orbital gap (spin up / spin down): 7.753 / 7.752 eV
E: -34641.8057 eV
largest force on an atom: 3.8 eV/Å
highest occupied orbital energy (spin up / spin down): -8.5 / -8.5 eV

Geometry (Å):
C (1.451, -0.725, 0.832)
C (-1.489, 1.189, -0.495)
S (0.130, -0.455, -0.434)
S (-2.329, 0.555, -1.795)
S (-1.354, 2.439, 0.389)
H (2.439, -0.065, 0.671)
H (1.858, -1.773, 0.724)
H (-1.932, -0.780, -1.710)
H (1.225, -0.385, 1.819)

Partial charges, Mulliken, in e:
1. C -0.75
2. C 0.33
3. S -0.21
4. S -0.13
5. S -0.20
6. H 0.25
7. H 0.24
8. H 0.18
9. H 0.29

Here is a molecular structure, C18H27ClNO6PPdSi from the Open Molecules 2025 dataset. Energies are from wB97M-V/def2-TZVPD.

total charge: 0
frontier orbital gap (spin up / spin down): 8.427 / 6.173 eV
expectation value of S²: 2.035
spin multiplicity: 3
E: -66041.3600 eV
largest force on an atom: 2.9 eV/Å
highest occupied orbital energy (spin up / spin down): -8.1 / -8.3 eV

Geometry (Å):
Pd (1.694, -0.453, 0.704)
C (-0.358, -4.068, -0.721)
Si (0.311, -3.136, 0.826)
C (2.226, -3.254, 0.726)
C (-0.387, -3.964, 2.407)
N (-0.084, -1.447, 0.842)
C (-1.272, -0.828, 0.816)
C (-2.498, -1.512, 0.679)
C (-3.705, -0.850, 0.644)
C (-3.754, 0.534, 0.714)
C (-2.575, 1.253, 0.845)
C (-1.355, 0.603, 0.911)
O (-0.150, 1.236, 0.961)
C (0.051, 2.584, 1.118)
C (-0.640, 3.407, 1.998)
C (-0.295, 4.747, 2.079)
C (0.715, 5.265, 1.285)
C (1.427, 4.430, 0.437)
C (1.112, 3.089, 0.366)
H (-0.230, -5.140, -0.605)
H (0.181, -3.767, -1.615)
H (-1.414, -3.888, -0.892)
H (2.553, -4.245, 0.422)
H (2.689, -3.035, 1.689)
H (2.632, -2.539, -0.012)
H (-0.046, -4.990, 2.498)
H (-1.473, -3.975, 2.407)
H (-0.064, -3.425, 3.293)
H (-2.469, -2.587, 0.622)
H (-4.622, -1.413, 0.568)
H (-4.694, 1.061, 0.664)
H (-2.606, 2.332, 0.869)
H (-1.415, 3.009, 2.635)
H (-0.813, 5.390, 2.777)
H (0.967, 6.313, 1.340)
H (2.231, 4.825, -0.164)
H (1.685, 2.396, -0.243)
O (3.548, -0.825, 2.333)
Cl (3.524, 0.572, 2.031)
O (4.607, 1.229, 2.640)
O (2.292, 1.123, 2.504)
O (3.611, 0.742, 0.602)
C (1.122, 0.198, -4.355)
P (0.292, 0.106, -2.726)
C (-1.045, -1.129, -2.876)
C (-0.564, 1.704, -2.481)
O (1.264, -0.222, -1.652)
H (0.408, 0.363, -5.158)
H (1.661, -0.733, -4.518)
H (1.847, 1.009, -4.316)
H (-1.755, -0.846, -3.647)
H (-1.555, -1.198, -1.916)
H (-0.609, -2.097, -3.111)
H (-1.217, 1.934, -3.316)
H (0.171, 2.491, -2.352)
H (-1.158, 1.621, -1.576)

Partial charges, Mulliken, in e:
1. Pd 0.53
2. C -1.10
3. Si 0.07
4. C -1.18
5. C -1.12
6. N 0.26
7. C -0.33
8. C 0.16
9. C -1.17
10. C -0.69
11. C -0.55
12. C 0.67
13. O 0.23
14. C -0.19
15. C -0.43
16. C -0.71
17. C -0.50
18. C -1.14
19. C 0.47
20. H 0.44
21. H 0.24
22. H 0.38
23. H 0.42
24. H 0.28
25. H 0.36
26. H 0.39
27. H 0.34
28. H 0.33
29. H 0.32
30. H 0.41
31. H 0.43
32. H 0.61
33. H 0.56
34. H 0.39
35. H 0.41
36. H 0.43
37. H 0.69
38. O -0.64
39. Cl 2.06
40. O -0.72
41. O -0.66
42. O -0.70
43. C -1.25
44. P 0.94
45. C -0.95
46. C -0.85
47. O -0.68
48. H 0.39
49. H 0.35
50. H 0.35
51. H 0.45
52. H 0.13
53. H 0.29
54. H 0.49
55. H 0.28
56. H 0.06